No. 1
DFT (ωB97M-V/def2-TZVPD) results for a molecular structure, C28H38Br3N2PdSSi.

E_LUMO   2.23 eV
Net charge   -1
Molecular weight   808.9 g/mol

Each line ends with the Mulliken charge.
Element x y z (Å)
Pd: 1.3867 0.6432 1.0471  -0.48
Br: 7.4797 -3.6666 -1.2365  -0.21
C: 5.6742 -3.1896 -0.9027  0.10
C: 4.6961 -3.5261 -1.8192  -0.81
C: 3.3950 -3.1662 -1.4979  -0.09
N: 3.0509 -2.5249 -0.3909  -0.05
C: 4.0075 -2.1895 0.4736  0.32
C: 5.3493 -2.5192 0.2567  -0.72
C: 3.5902 -1.4424 1.6972  0.88
C: 4.5046 -0.6608 2.3966  -0.83
C: 4.0725 -0.0359 3.5552  0.13
Br: 5.2928 1.0053 4.5588  -0.22
C: 2.7617 -0.1424 3.9528  -0.70
C: 1.9087 -0.8896 3.1363  0.07
N: 2.3154 -1.5846 2.0703  -0.37
H: 4.9285 -4.0472 -2.7361  0.40
H: 2.5843 -3.4080 -2.1780  0.35
H: 6.1098 -2.2779 0.9826  0.45
H: 5.5149 -0.5211 2.0452  0.39
H: 2.3834 0.3829 4.8163  0.42
H: 0.8699 -1.0152 3.4185  0.28
S: 1.4515 2.4532 2.5605  -0.40
C: 1.0705 3.9392 1.7063  0.45
C: 0.4778 5.0156 2.3833  -0.69
C: 0.1620 6.1974 1.7315  -0.45
C: 0.4283 6.3528 0.3760  -0.47
C: 1.0236 5.2990 -0.3084  -0.45
C: 1.3404 4.1178 0.3427  -0.35
H: 0.2583 4.9014 3.4382  0.35
H: -0.3024 7.0051 2.2872  0.32
H: 0.1777 7.2740 -0.1358  0.37
H: 1.2415 5.3970 -1.3667  0.36
H: 1.7953 3.2921 -0.1943  0.37
C: -3.3892 -1.9947 0.8317  -1.93
C: -1.9821 -1.3740 0.7974  2.80
C: -0.9513 -2.4647 1.1322  -1.88
C: -1.9071 -0.3339 1.9264  -1.90
Si: -1.6306 -0.5724 -0.9130  0.18
Br: 0.6251 -0.4192 -1.1467  -0.49
C: -2.1208 -1.7292 -2.3886  2.43
C: -1.4054 -1.3571 -3.6980  -1.81
C: -1.7209 -3.1826 -2.0976  -1.97
C: -3.6356 -1.6933 -2.6479  -1.92
C: -2.3392 1.2031 -1.0804  3.09
C: -3.8311 1.2441 -0.7121  -1.79
C: -2.1899 1.7245 -2.5171  -2.31
C: -1.5888 2.1933 -0.1779  -2.36
H: -3.5815 -2.3666 1.8440  0.54
H: -3.4954 -2.8407 0.1510  0.29
H: -4.1720 -1.2702 0.5971  0.32
H: -1.2006 -2.8834 2.1148  0.56
H: 0.0630 -2.0668 1.1857  0.31
H: -0.9495 -3.2880 0.4203  0.22
H: -2.0148 -0.8573 2.8840  0.66
H: -2.7090 0.4036 1.8709  0.34
H: -0.9473 0.1982 1.9378  0.10
H: -0.3258 -1.4722 -3.6085  0.26
H: -1.6060 -0.3413 -4.0265  0.32
H: -1.7510 -2.0356 -4.4866  0.54
H: -0.6566 -3.2664 -1.8709  0.20
H: -1.9233 -3.7891 -2.9879  0.61
H: -2.2814 -3.6187 -1.2720  0.31
H: -3.9629 -0.7211 -3.0170  0.30
H: -4.2218 -1.9300 -1.7584  0.29
H: -3.8873 -2.4345 -3.4150  0.55
H: -4.4422 0.5878 -1.3372  0.30
H: -4.1984 2.2670 -0.8493  0.52
H: -4.0035 0.9778 0.3300  0.31
H: -2.8044 1.1779 -3.2321  0.39
H: -1.1509 1.6929 -2.8505  0.35
H: -2.5108 2.7712 -2.5423  0.58
H: -1.7151 1.9907 0.8847  0.17
H: -1.9687 3.2029 -0.3728  0.66
H: -0.5164 2.1990 -0.3682  0.20



No. 2
DFT (ωB97M-V/def2-TZVPD) results for 6 unconnected molecules or ions with the total composition C60H70N11O3 in a non-equilibrium geometry.

E_LUMO   -19.41 eV
Net charge   +9
Molecular weight   993.3 g/mol

Each line ends with the Mulliken charge.
Element x y z (Å)
C: -8.4717 -1.8785 0.6350  -0.90
N: -7.2303 -1.5077 0.0687  0.10
C: -7.1458 -0.3116 -0.5324  -0.44
C: -5.9927 0.0431 -1.2148  -0.59
C: -4.8863 -0.8422 -1.2898  0.86
C: -5.0285 -2.1015 -0.6585  -0.70
C: -6.2257 -2.4089 -0.0630  -0.78
C: -3.6497 -0.5303 -2.1275  0.63
C: -3.1024 0.7401 -2.0332  -0.39
C: -2.0661 1.1876 -2.8219  -0.49
N: -1.4732 0.2492 -3.5518  0.18
C: -1.8906 -1.0969 -3.6194  -0.48
C: -3.0045 -1.4897 -2.9597  -0.74
C: -0.2660 0.5690 -4.3044  -0.97
H: -8.4871 -1.6631 1.7034  0.31
H: -8.5530 -2.9586 0.5133  0.40
H: -9.3255 -1.4560 0.1053  0.48
H: -8.0547 0.2641 -0.4378  0.58
H: -6.0958 0.9844 -1.7343  0.62
H: -4.2848 -2.8797 -0.7466  0.57
H: -6.3823 -3.3021 0.5235  0.51
H: -3.5834 1.3535 -1.2857  0.52
H: -1.6926 2.1959 -2.7207  0.41
H: -1.2473 -1.7032 -4.2399  0.61
H: -3.2811 -2.5222 -3.1139  0.62
H: -0.6109 0.6514 -5.3351  0.48
H: 0.5527 -0.1435 -4.2042  0.42
H: 0.0800 1.5500 -3.9789  0.16
C: 0.7586 -9.4812 2.0472  -0.87
N: 1.1157 -8.0485 1.9966  0.11
C: 2.1067 -7.6547 2.8739  -0.53
C: 2.4399 -6.3174 2.9893  -0.70
C: 1.8883 -5.3489 2.0891  0.71
C: 0.8461 -5.7858 1.2615  -0.76
C: 0.5079 -7.1461 1.1846  -0.69
C: 2.4560 -3.9263 2.1410  0.62
C: 3.7914 -3.7882 2.4473  -0.77
C: 4.3671 -2.5768 2.5068  -1.23
N: 3.5844 -1.4595 2.3244  0.27
C: 2.2425 -1.5192 2.1053  -0.12
C: 1.6505 -2.7885 1.9854  0.49
C: 4.2226 -0.1306 2.2414  -0.75
H: -0.2897 -9.6797 1.8237  0.37
H: 0.9095 -9.9074 3.0389  0.35
H: 1.3239 -9.8779 1.2039  0.39
H: 2.5487 -8.4486 3.4578  0.53
H: 3.1065 -6.0642 3.8005  0.72
H: 0.4043 -5.0708 0.5833  0.72
H: -0.1739 -7.4726 0.4132  0.54
H: 4.4106 -4.6710 2.5078  0.82
H: 5.4155 -2.5082 2.7570  0.54
H: 1.6595 -0.6111 2.1474  0.02
H: 0.5992 -2.9618 1.8093  0.24
H: 4.8630 -0.0098 3.1152  0.45
H: 3.5198 0.6914 2.3771  0.11
H: 4.8026 0.0574 1.3379  0.33
C: 4.6026 -7.9081 0.2759  -0.97
N: 4.6012 -6.6066 -0.2510  0.29
C: 5.4756 -5.7108 0.2527  -0.80
C: 5.4960 -4.4108 -0.2105  -0.47
C: 4.5402 -3.9864 -1.1553  0.93
C: 3.5600 -4.9457 -1.5794  -0.60
C: 3.5739 -6.2475 -1.1099  -0.72
C: 4.5223 -2.5590 -1.6335  0.91
C: 5.6154 -1.6625 -1.6896  -0.47
C: 5.4148 -0.3669 -2.0759  -0.44
N: 4.1577 0.0565 -2.4574  0.23
C: 3.0902 -0.7483 -2.4159  -0.90
C: 3.2635 -2.0987 -2.0685  -0.46
C: 3.9850 1.4577 -2.9057  -0.91
H: 5.1139 -8.5216 -0.4659  0.35
H: 3.5809 -8.2282 0.4803  0.28
H: 5.1096 -7.8675 1.2400  0.42
H: 6.2724 -6.0076 0.9186  0.57
H: 6.1990 -3.6691 0.1392  0.51
H: 2.8333 -4.6088 -2.3038  0.66
H: 2.8221 -6.9655 -1.4026  0.56
H: 6.6039 -2.0205 -1.4424  0.70
H: 6.2587 0.2999 -2.1741  0.47
H: 2.1108 -0.3736 -2.6746  0.32
H: 2.3690 -2.6441 -2.3309  0.30
H: 3.3217 1.9198 -2.1746  0.24
H: 3.7573 1.4477 -3.9716  0.39
H: 4.9452 1.9699 -2.8442  0.37
C: 0.1222 4.0390 1.7245  -0.91
N: -0.5673 2.7260 2.0315  0.14
C: -1.7452 2.6045 1.3395  -0.78
C: -2.4967 1.4089 1.4807  -0.70
C: -2.0703 0.4336 2.4503  0.28
C: -0.7620 0.6032 3.0656  -0.40
C: -0.0753 1.8010 2.9063  -0.52
C: -2.8544 -0.8156 2.6522  0.70
C: -2.3496 -2.0367 2.2373  -0.32
C: -3.1313 -3.2322 2.3588  -0.64
N: -4.3538 -3.1187 2.8732  0.23
C: -4.8908 -1.9396 3.2425  -0.52
C: -4.1416 -0.7426 3.1286  -0.78
C: -5.1736 -4.3110 3.1225  -0.84
H: 0.2179 4.0726 0.6393  0.30
H: 1.1494 3.9903 2.0861  0.30
H: -0.3674 4.9434 2.0856  0.41
H: -2.0874 3.4508 0.7624  0.60
H: -3.4172 1.3338 0.9207  0.79
H: -0.2465 -0.2230 3.5327  1.04
H: 0.9634 1.9903 3.1338  0.28
H: -1.3443 -2.0690 1.8438  0.35
H: -2.7239 -4.2276 2.2604  0.57
H: -5.8388 -1.9973 3.7566  0.60
H: -4.5761 0.1401 3.5741  0.70
H: -4.5851 -5.2127 3.2917  0.36
H: -5.9635 -4.3818 2.3747  0.31
H: -5.6797 -4.2021 4.0817  0.41
C: -2.3969 13.0876 -1.2456  -0.81
N: -1.7242 11.7879 -1.2631  0.05
C: -0.8278 11.4446 -0.2961  -0.39
C: -0.1633 10.2331 -0.3270  -0.61
C: -0.4346 9.2997 -1.3462  0.57
C: -1.4948 9.6315 -2.2574  -0.79
C: -2.1640 10.8782 -2.1791  -0.19
C: 0.3059 8.0417 -1.4637  1.10
C: 1.6744 7.9822 -1.2455  -0.69
C: 2.3326 6.8206 -1.3847  -0.21
N: 1.6501 5.6800 -1.5935  0.25
C: 0.3044 5.6622 -1.8009  -0.73
C: -0.3903 6.9065 -1.7576  -0.79
C: 2.3538 4.4342 -1.7230  -0.86
H: -2.9106 13.2948 -2.1844  0.28
H: -1.7704 13.9431 -0.9933  0.34
H: -3.1569 12.9659 -0.4738  0.42
H: -0.5416 12.2741 0.3335  0.43
H: 0.5794 9.9482 0.4036  0.53
H: -1.8661 8.9322 -2.9920  0.43
H: -2.9299 11.1413 -2.8936  0.41
H: 2.2760 8.8576 -1.0502  0.61
H: 3.4020 6.7003 -1.2940  0.48
H: -0.1348 4.6907 -1.9727  0.79
H: -1.4538 6.9324 -1.9436  0.48
H: 1.8373 3.7240 -1.0774  0.11
H: 3.3818 4.4632 -1.3617  0.34
H: 2.2540 4.1059 -2.7576  0.41
N: 1.0095 0.9127 -0.4797  0.65
O: 0.6832 -0.2340 -0.3163  -0.51
O: 1.7664 1.4225 0.3228  -0.70
O: 0.6643 1.5264 -1.4546  -0.03



No. 3
DFT (ωB97M-V/def2-TZVPD) results for a gas-phase ion, C3H9NO3P (charge -1) in a non-equilibrium geometry.

E_LUMO   3.95 eV
SMILES   CN[C@@H](C)[P@@](=O)([O-])O
Net charge   -1
Molecular weight   138.1 g/mol

Each line ends with the Mulliken charge.
Element x y z (Å)
C: 0.3954 -0.3856 1.8676  -0.89
N: -0.6135 0.5310 1.2926  -0.52
C: -0.6592 0.6739 -0.1448  -0.17
C: 0.8357 1.4890 -0.6999  -1.47
P: -0.9151 -0.9037 -1.0501  0.93
O: -1.8698 -1.7326 -0.3424  -0.76
O: -1.1869 -0.6510 -2.5107  -0.84
O: 0.6106 -1.5972 -0.9903  -0.56
H: 0.3343 -1.5625 1.5676  0.23
H: 1.3952 -0.1835 1.7539  0.36
H: 0.1443 -0.5355 2.9291  0.37
H: -1.5827 0.1895 1.5233  0.33
H: -1.3794 1.2942 -0.5792  0.44
H: 0.7655 1.9517 -1.6896  0.42
H: 1.7783 0.9126 -0.8318  0.30
H: 1.1137 2.2797 -0.1378  0.53
H: 0.8338 -1.7698 -1.9575  0.29



No. 4
DFT (ωB97M-V/def2-TZVPD) results for a molecular structure, C21H18Br2N7S2Y.

E_LUMO   -6.54 eV
Net charge   +2
Molecular weight   681.3 g/mol

Each line ends with the Mulliken charge.
Element x y z (Å)
Y: -0.4473 0.1075 0.2258  1.44
C: -4.4508 -0.1231 4.0893  -0.86
S: -4.0759 1.4960 3.3975  0.06
C: -3.0447 1.1590 2.0590  0.59
S: -2.5969 -0.4826 1.6399  -0.53
N: -2.7035 2.2474 1.4141  -1.23
N: -1.8545 2.0486 0.3698  0.56
C: -1.7268 3.0040 -0.4730  -0.73
C: -0.7832 2.8294 -1.5836  0.96
C: -0.6483 3.7958 -2.5638  -1.01
C: 0.2416 3.5819 -3.6074  -0.23
C: 0.9707 2.4042 -3.6383  -0.98
C: 0.7850 1.4876 -2.6192  0.14
N: -0.0661 1.6811 -1.6050  0.13
H: -5.1039 0.0836 4.9352  0.36
H: -3.5516 -0.6232 4.4367  0.31
H: -4.9807 -0.7391 3.3681  0.32
H: -2.3054 3.9183 -0.3742  0.40
H: -1.2412 4.6987 -2.5095  0.46
H: 0.3602 4.3237 -4.3857  0.46
H: 1.6710 2.1956 -4.4338  0.44
H: 1.3410 0.5574 -2.6130  0.38
Br: -1.1475 -6.2276 -2.8018  -0.06
C: -0.9780 -4.5275 -2.0652  -0.06
C: -2.0991 -3.8112 -1.6783  -0.94
C: -1.9063 -2.5641 -1.1200  -0.13
N: -0.6961 -2.0104 -0.9473  0.15
C: 0.3905 -2.7062 -1.3453  0.76
C: 0.2846 -3.9683 -1.8940  -0.84
C: 1.7116 -2.0457 -1.1385  0.55
C: 2.8724 -2.5289 -1.7155  -0.76
C: 4.0729 -1.8769 -1.4630  -0.23
Br: 5.6509 -2.5035 -2.2257  -0.05
C: 4.0841 -0.7579 -0.6415  -0.82
C: 2.8797 -0.3313 -0.1228  -0.24
N: 1.7120 -0.9447 -0.3619  0.14
H: -3.0944 -4.2138 -1.7959  0.46
H: -2.7556 -1.9803 -0.7864  0.56
H: 1.1579 -4.5349 -2.1778  0.46
H: 2.8627 -3.3918 -2.3635  0.46
H: 5.0016 -0.2338 -0.4176  0.49
H: 2.8430 0.5407 0.5193  0.43
N: 0.9011 2.1091 2.7129  -0.23
C: 1.4612 2.0558 3.9292  -0.20
C: 1.6653 0.7253 4.2300  -0.77
C: 1.1747 0.0350 3.1252  -0.53
N: 0.7157 0.8784 2.1929  0.46
H: 0.5507 2.9267 2.2406  0.12
H: 1.6680 2.9511 4.4917  0.48
H: 2.0939 0.3170 5.1277  0.42
H: 1.1339 -1.0319 2.9639  0.50